# 1
This record from OMol25 describes a 2-piece molecular cluster, C6H12O overall. The level of theory is wB97M-V/def2-TZVPD.

```
19
Properties=species:S:1:pos:R:3:forces:R:3:mulliken_charge:R:1
C 1.42284 -1.07984 0.06000 0.1 -0.1 0.0 -0.622
C -0.05634 -1.15417 0.49938 0.0 0.1 0.0 -0.593
C -0.46700 0.31663 0.76828 0.1 -0.1 0.3 -0.332
C -0.60985 1.53933 -0.14217 -0.1 0.1 -0.1 -0.874
C 0.71637 1.19353 0.44166 0.2 0.1 0.0 0.036
C 1.56135 0.33659 -0.50484 0.1 0.0 0.0 -0.755
H 1.69563 -1.85956 -0.65784 0.0 0.1 0.1 0.342
H 2.07698 -1.19730 0.93186 -0.1 0.0 -0.1 0.302
H -0.15254 -1.66354 1.46469 0.0 0.0 -0.2 0.308
H -0.65196 -1.75073 -0.20313 0.1 0.3 0.1 0.347
H -1.01504 0.47131 1.69317 0.2 0.0 0.0 0.358
H -0.70563 1.52278 -1.22485 -0.1 -0.3 0.2 0.198
H -1.16301 2.35789 0.31623 0.0 -0.2 -0.1 0.287
H 1.20517 1.79212 1.20667 -0.1 0.0 -0.2 0.392
H 1.10205 0.35557 -1.50538 0.2 0.1 0.2 0.212
H 2.59192 0.68253 -0.61788 -0.1 -0.1 0.1 0.406
O -2.65614 -0.73394 -1.20105 -0.3 0.0 0.0 -0.659
H -1.74634 -0.55804 -0.93837 -0.2 0.1 -0.1 0.314
H -3.14847 -0.57118 -0.38645 0.0 0.0 -0.2 0.333
```
Forces are in eV/Å.

Calculated values
**Relative energy (zero: lowest compared OMol25 entry of this formula, charge and spin)**: 33.5 kcal/mol
**Electronic energy**: -8462.902 eV
**Frontier orbital gap**: 11.105 eV
**SMILES**: C1C[C@@H]2C[C@@H]2C1.O
**E_HOMO**: -10.10 eV


# 2
This record from OMol25 describes a single C17H18N4O3 molecule at a distorted geometry. The level of theory is wB97M-V/def2-TZVPD.

```
42
Properties=species:S:1:pos:R:3:forces:R:3:mulliken_charge:R:1
C -2.20027 0.67487 2.97443 0.5 0.4 -0.1 -1.007
N -1.83660 -0.20989 1.84198 0.5 0.4 -0.1 0.226
C -2.29978 -1.53253 1.85196 0.0 1.3 -1.3 0.390
O -3.01124 -1.88947 2.74048 -0.6 -0.8 1.5 -0.632
C -1.99389 -2.47902 0.68117 -2.5 0.9 -0.7 -0.758
C -1.87196 -1.74540 -0.65696 1.0 1.4 1.2 0.196
C -1.29022 -2.63226 -1.72255 0.1 -1.4 -1.1 0.457
C -2.05476 -3.04318 -2.83278 -0.4 1.0 0.4 -0.636
C -1.48172 -3.90655 -3.74143 0.3 0.0 0.1 -0.199
N -0.27289 -4.42735 -3.54001 0.1 -0.4 -0.2 -0.575
C 0.37912 -4.06718 -2.43688 -1.4 1.2 -0.6 -0.140
N -0.05997 -3.16042 -1.55880 -0.3 0.2 0.6 -0.466
N -0.99965 -0.58066 -0.37724 -1.1 0.6 -1.0 -0.265
C -1.48494 0.42001 0.57423 0.5 -1.2 -1.1 -0.220
O -0.39366 1.31084 0.70017 -0.3 0.4 0.2 -0.336
C -0.28038 2.22864 -0.40827 0.4 -0.1 0.6 -0.624
C 0.76490 3.33666 -0.06197 -0.2 1.3 -0.5 0.269
O 0.44184 4.51525 -0.17375 0.1 -1.5 0.2 -0.571
C 2.19422 2.99760 0.28901 -0.2 -0.4 0.4 0.589
C 2.70984 1.75059 -0.05002 1.8 1.1 1.2 -0.255
C 4.04742 1.43584 0.29792 -1.5 -0.1 -0.6 -0.711
C 4.83809 2.32319 0.98920 0.4 0.0 -0.4 -0.369
C 4.33532 3.56222 1.32835 -1.4 0.1 -0.3 -0.513
C 3.01157 3.89514 0.99728 0.0 0.5 0.4 -0.384
H -1.89235 1.73012 2.76324 0.1 -1.1 0.0 0.306
H -1.70595 0.34580 3.91167 -0.3 0.1 -0.7 0.291
H -3.26926 0.71615 3.14364 -0.3 -0.3 0.0 0.331
H -2.84031 -3.17492 0.56864 0.3 0.1 0.7 0.320
H -1.13458 -3.01152 0.92290 1.7 -1.0 0.2 0.423
H -2.85918 -1.33994 -0.97399 0.6 -0.4 0.1 0.358
H -3.05670 -2.63766 -3.03182 0.5 -0.2 0.3 0.336
H -1.99769 -4.15356 -4.67211 0.2 -0.1 0.3 0.380
H 1.35870 -4.48252 -2.32501 0.4 -0.1 0.4 0.418
H -0.06773 -0.83442 -0.10843 0.4 -0.4 0.2 0.319
H -2.38514 0.92739 0.14254 0.6 -0.1 0.2 0.358
H -0.02693 1.72626 -1.35834 0.2 -0.1 0.4 0.377
H -1.24797 2.68519 -0.57268 -0.1 0.5 0.0 0.386
H 2.08445 1.06891 -0.53320 -0.7 -1.1 -0.8 0.419
H 4.44603 0.48922 0.00121 0.2 -0.5 -0.1 0.391
H 5.87304 2.06169 1.20203 -0.2 0.1 0.1 0.364
H 4.94545 4.25626 1.85579 0.3 0.5 0.4 0.409
H 2.58572 4.85060 1.35837 0.3 -0.6 -0.5 0.349
```
Forces are in eV/Å.

Calculated values
**Relative energy (zero: lowest compared OMol25 entry of this formula, charge and spin)**: 60.2 kcal/mol
**Electronic energy**: -30023.344 eV
**Frontier orbital gap**: 9.772 eV
**SMILES**: CN1C(=O)C[C@H](c2ccncn2)N[C@@H]1OCC(=O)c1ccccc1
**E_HOMO**: -9.56 eV